No. 1
The following is a quantum chemistry calculation of one molecule with the formula C4H8O3 in a non-equilibrium geometry, from the Open Molecules 2025 dataset.

Cartesian coordinates (Å):
O  -0.60633  -1.88231  -1.67737
O  0.60359  1.93111  2.87825
O  1.18813  -0.76755  -0.33146
C  -0.80607  -0.42009  -1.14546
C  0.84751  1.16312  1.97551
C  -0.06183  -0.32736  0.16247
C  0.04745  1.08632  0.70527
H  -1.88570  -0.28033  -0.98024
H  -0.77933  -1.86819  -2.62176
H  1.04237  -1.65965  -0.87321
H  -0.46265  0.33354  -1.87103
H  -0.47907  -1.03119  0.90183
H  1.72971  0.48732  2.03614
H  0.57039  1.71733  -0.03480
H  -0.94817  1.51793  0.87586

Cartesian forces (eV/Å) of the 6 atoms listed first:
O -0.4 2.6 1.1
O 0.0 -0.4 -0.5
O 1.7 -2.3 0.0
C -2.2 -1.4 -0.6
C 0.2 0.3 0.6
C 0.5 -1.0 -1.9

Calculated total energy   -10418.7370 eV
Orbital gap   10.446 eV
Energy above the lowest of the compared OMol25 structures with the same formula, charge and spin   2.2665 eV
HOMO energy   -9.805 eV

---

No. 2
The following is a quantum chemistry calculation of C35H35N6O3SV as an isolated structure in a non-equilibrium geometry, from the Open Molecules 2025 dataset.

Cartesian coordinates (Å):
V  -1.05556  0.53076  0.67297
S  -3.66829  3.27680  3.23228
O  -4.49181  1.15832  0.18289
O  -3.11788  -1.47560  -1.64338
O  -2.33820  -0.22639  0.04596
N  3.18252  -4.24888  -2.70190
N  4.54997  -2.53147  -2.25630
N  0.34687  -0.59733  -0.29892
N  -0.52887  4.38771  -0.28531
N  -2.09343  1.88890  1.82866
N  -0.62732  2.18482  -0.30053
C  0.95290  -2.65339  -1.37659
C  -1.02299  0.89415  4.85662
C  0.17141  3.97675  -1.42908
C  1.64269  -0.19074  -0.44365
C  -0.69142  -2.20162  2.68447
C  -3.03281  1.78850  2.73579
C  0.60460  1.40357  3.13177
C  0.81707  4.71142  -2.41167
C  2.60639  -0.94793  -1.02568
C  5.25550  -3.51149  -2.88344
C  -5.16695  0.54981  -2.08750
C  0.03740  -1.83814  -0.76984
C  -1.68879  1.28021  6.13929
C  1.35681  3.98761  -3.45592
C  6.19953  -5.75568  -4.17373
C  7.06289  -4.66678  -3.88356
C  -1.00325  3.32158  0.32760
C  3.31812  -2.99334  -2.15285
C  0.08749  2.58652  -1.45385
C  -5.67578  -0.95981  -0.11626
C  4.87247  -5.75212  -3.83436
C  -0.57574  -0.77419  3.14954
C  1.23448  2.59060  -3.51962
C  -1.27311  -0.34976  4.27210
C  0.59971  1.86804  -2.52868
C  1.70160  2.27033  2.57726
C  -4.71210  0.06798  -0.71260
C  2.28642  -2.22795  -1.53085
C  -2.63892  4.10182  2.14611
C  4.41334  -4.60842  -3.17762
C  -3.37012  -0.62990  -0.87638
C  6.61368  -3.54630  -3.24470
C  0.33164  0.13273  2.53330
C  -0.08576  1.76105  4.26460
C  -1.88452  3.20742  1.47017
H  0.61529  -3.61888  -1.72743
H  0.48362  0.79679  -2.60522
H  -5.31817  1.65541  0.23071
H  3.62082  -0.58491  -1.11398
H  -5.72650  -1.84873  -0.74422
H  1.83632  3.16840  3.17619
H  1.12263  -0.28911  1.92659
H  -1.96434  2.33498  6.14886
H  -0.98144  -2.17701  -0.66279
H  0.88578  5.79052  -2.37250
H  -5.10754  -0.25484  -2.81785
H  -4.55128  1.38380  -2.42522
H  -5.37004  -1.24709  0.89085
H  -1.69231  -2.43252  2.31125
H  -0.67742  5.34656  -0.00176
H  4.22907  -6.58833  -4.07205
H  -6.67297  -0.52198  -0.06578
H  -1.95473  -1.03817  4.76139
H  2.64727  1.72423  2.57913
H  1.50837  2.57453  1.54496
H  1.86847  4.51011  -4.25251
H  2.35443  -4.81773  -2.74731
H  -2.56463  0.66973  6.34992
H  -0.51850  -2.86811  3.52979
H  -6.20542  0.87658  -2.02832
H  7.26491  -2.71525  -3.01123
H  1.63857  2.06923  -4.37713
H  1.88703  0.79220  -0.05955
H  0.04029  -2.44260  1.91677
H  6.60457  -6.62145  -4.68018
H  -3.38943  0.85022  3.13162
H  -0.98328  1.13639  6.96329
H  -2.67205  5.17746  2.05211
H  0.13968  2.70238  4.75409
H  8.10107  -4.73298  -4.17912

Cartesian forces (eV/Å) of the 6 atoms listed first:
V 2.1 0.8 0.6
S 0.0 0.0 0.1
O -0.1 0.0 0.0
O 0.4 -0.2 0.0
O -1.4 -0.8 -0.3
N -0.1 0.0 0.1

Net charge   +3
Spin multiplicity   2
Calculated total energy   -88447.3883 eV
Orbital gap (spin up / spin down)   3.913 / 4.455 eV
Energy above the lowest of the compared OMol25 structures with the same formula, charge and spin   0.3724 eV
HOMO energy (spin up / spin down)   -14.464 / -14.412 eV

---

No. 3
The following is a quantum chemistry calculation of C31H30CdN13O7S2Se as an isolated structure, from the Open Molecules 2025 dataset.

Cartesian coordinates (Å):
Cd  -1.42003  0.17689  0.46517
Se  -4.23535  -7.24074  0.20060
S  -2.23067  1.92588  2.23485
S  4.91230  1.76278  -0.17816
O  5.77073  2.23248  0.87538
O  1.29982  -1.37231  0.35819
O  5.48446  1.51854  -1.47279
O  -3.03766  -0.01512  -1.20398
O  1.07888  0.80797  -0.09938
O  2.07391  -3.92455  3.31300
O  -0.02099  -3.91025  3.78386
N  -1.16574  4.33971  2.12308
N  -4.24512  -5.98058  1.44197
N  0.75344  0.81879  2.88762
N  1.92398  0.08798  3.14487
N  -1.41688  2.15460  -0.61042
N  4.20477  0.34961  0.37927
N  0.92151  -1.97281  3.48835
N  3.24827  -1.75863  3.13568
N  -3.21738  -6.30506  -0.90306
N  -1.22988  -1.92493  -0.71133
N  1.00803  -3.30495  3.51739
N  -2.33903  -1.56909  1.74007
N  -1.08389  3.25451  0.13167
C  -1.81292  1.28324  -2.81777
C  -2.54635  -2.73689  1.12453
C  3.10548  3.51525  0.84737
C  -3.15493  -0.64134  -3.46059
C  -1.49444  1.44615  -4.17314
C  2.00125  -1.26462  3.19434
C  -3.31268  -3.74869  1.72009
C  -2.94891  -5.16505  -0.31772
C  -2.82460  -0.44333  -4.77820
C  -2.83941  -1.37436  2.94458
C  -1.95080  -2.92754  -0.20551
C  -3.84372  -3.52906  2.99112
C  2.66438  -0.47697  -1.37097
C  0.42136  5.78620  -0.57771
C  -1.59660  -4.23715  -2.19624
C  1.55605  -0.35179  -0.29946
C  1.52161  4.77110  -0.47216
C  -1.42493  3.20188  1.38336
C  -1.33778  2.27321  -1.88099
C  -2.67762  0.20166  -2.41059
C  -1.98096  0.60898  -5.15299
C  -3.52484  -4.98304  0.99581
C  -3.60535  -2.32584  3.60984
C  -2.15105  -4.11852  -0.91952
C  3.56107  2.90320  -0.30917
C  1.98878  4.12982  -1.61589
C  2.08395  4.44536  0.75955
C  3.00405  3.19485  -1.54085
C  3.96370  -0.71709  -0.60828
C  -0.87246  -3.18568  -2.70362
C  -0.71527  -2.04511  -1.91959
H  -0.53809  5.26566  -0.64459
H  -0.43693  -3.22209  -3.69217
H  -4.41503  -4.31880  3.45995
H  0.40161  6.44290  0.29310
H  2.45595  -1.32967  -2.01926
H  -3.99127  -2.10982  4.59585
H  0.53813  6.39596  -1.47378
H  -1.73146  0.77031  -6.19412
H  3.27416  -2.77005  3.09263
H  -0.95512  3.21166  -2.29398
H  2.72318  0.43651  -1.96254
H  3.56642  3.26485  1.79499
H  1.72177  4.93074  1.65834
H  -0.83416  2.26348  -4.44920
H  4.83346  -0.75812  -1.26066
H  -1.22302  4.22280  3.11873
H  -3.81397  -1.45232  -3.17081
H  0.75688  1.63995  3.47305
H  -2.62303  -0.41702  3.40339
H  1.54576  4.36748  -2.57530
H  -0.15107  -1.19565  -2.28771
H  3.99422  -1.21083  2.73795
H  2.78626  0.51627  2.84087
H  -0.43193  4.93554  1.77433
H  0.67963  1.07924  1.89507
H  3.87424  -1.65605  -0.06037
H  3.37058  2.68789  -2.42411
H  -1.76749  -5.14432  -2.75993
H  3.31230  0.62445  0.78806
H  -3.21554  -1.11043  -5.53927

Cartesian forces (eV/Å) of the 6 atoms listed first:
Cd -0.1 0.0 -0.1
Se -0.1 -0.3 0.0
S 0.0 -0.1 0.1
S 0.1 0.0 0.4
O -0.2 0.0 0.0
O 0.0 0.0 0.0

Net charge   -1
Calculated total energy   -157919.7293 eV
Orbital gap   5.730 eV
Energy above the lowest of the compared OMol25 structures with the same formula, charge and spin   0.7376 eV
HOMO energy   -4.532 eV